84
Properties=species:S:1:pos:R:3:mulliken_charge:R:1 method="wB97M-V/def2-TZVPD" total_energy_ev=-28797.909 homo_ev=-7.95 smiles=CCN(CC)CC.CCN(CC)CC.CCCCCC.CCCCCC max_force_ev_per_a=9.9 relative_energy_kcal_mol=46.7
C -121.58767 57.55728 -27.07982 -0.393
C -121.96859 58.10667 -25.56808 -1.454
N -123.35477 58.13155 -25.33058 0.703
C -123.70625 56.81838 -24.71833 -0.671
C -123.21847 56.59099 -23.26267 -1.069
C -123.93350 59.28886 -24.66991 -0.072
C -125.50251 59.24331 -24.77021 -1.220
H -122.15227 58.07706 -27.78150 -0.134
H -121.83621 56.50868 -26.94387 0.411
H -120.44001 57.75310 -27.21062 0.097
H -121.60699 59.09453 -25.70713 0.630
H -121.27847 57.72306 -24.94047 0.351
H -123.20799 55.95197 -25.20263 0.274
H -124.78831 56.54381 -24.91523 0.402
H -122.19995 56.77237 -23.02870 0.311
H -123.62336 55.55925 -22.82831 0.336
H -123.74360 57.37908 -22.62670 0.242
H -123.48354 60.32740 -25.07046 -0.130
H -123.51645 59.30590 -23.66084 0.499
H -125.91583 59.13437 -25.76391 0.170
H -126.04044 60.09137 -24.41233 0.456
H -125.81489 58.37290 -24.04989 0.276
C -126.11663 57.70376 -32.90154 -1.360
C -124.68842 57.36279 -32.23177 -0.548
N -125.06059 56.55727 -30.97324 0.104
C -124.00208 55.65690 -30.53823 -0.968
C -122.57002 56.43907 -30.58911 -0.105
C -125.46930 57.43977 -29.75428 0.168
C -126.45097 56.48539 -28.98770 -1.288
H -126.67818 56.75947 -32.91390 0.387
H -125.60940 57.99212 -33.88157 0.354
H -126.68649 58.44879 -32.32666 0.267
H -124.13795 58.28221 -31.83150 -0.017
H -124.01334 56.96841 -32.87775 0.830
H -123.86209 54.68747 -31.14013 0.225
H -124.01184 55.13867 -29.66070 0.549
H -122.62757 57.42973 -30.06925 -0.167
H -121.94249 56.61016 -31.62616 -0.061
H -121.96137 55.65496 -29.99752 0.354
H -126.27903 58.30392 -30.12765 0.010
H -124.52909 57.94022 -29.57356 -0.074
H -127.34064 56.24812 -29.39661 0.436
H -126.96856 56.96886 -28.07887 0.324
H -125.99008 55.66474 -28.53222 0.397
C -117.53257 60.61191 -27.25459 -1.356
C -117.72423 59.70005 -28.42491 -0.947
C -118.87328 59.78940 -29.46597 -0.050
C -118.85493 58.89239 -30.65143 -0.471
C -119.72046 59.27622 -31.83437 -0.023
C -119.58191 58.38282 -33.01830 -1.630
H -118.47645 60.54644 -26.61584 0.192
H -117.64051 61.44882 -27.64525 0.523
H -116.60151 60.22520 -26.65358 0.302
H -117.75633 58.66035 -28.14692 0.429
H -116.86274 59.69742 -28.96965 0.576
H -118.94803 60.85298 -29.63731 0.515
H -119.93540 59.50259 -28.97877 -0.268
H -119.22108 57.76478 -30.19615 0.109
H -117.88768 58.90105 -30.94989 0.538
H -119.28156 60.11683 -32.13839 0.629
H -120.70097 59.57321 -31.72066 -0.124
H -118.62850 58.13656 -33.24769 0.535
H -120.15174 58.89213 -33.89420 0.250
H -120.07754 57.40978 -32.94005 0.271
C -123.31528 60.71970 -33.16160 -1.012
C -124.21793 61.08507 -31.92959 -0.158
C -123.40311 61.02697 -30.63000 0.987
C -123.96519 61.91660 -29.46381 -1.854
C -123.42589 61.51657 -28.08132 0.113
C -123.97641 62.56007 -27.04091 -1.832
H -122.34678 61.24961 -33.34129 0.378
H -123.74139 60.69230 -34.16379 0.319
H -123.01731 59.82617 -32.83688 0.126
H -124.94968 60.28166 -31.76723 -0.051
H -125.00702 61.97681 -31.96280 0.350
H -122.29526 61.26542 -30.83669 0.203
H -123.57726 60.07360 -30.17924 -0.595
H -124.95035 61.81092 -29.23897 0.611
H -123.99935 62.93937 -29.62505 0.690
H -122.39647 61.62375 -28.08729 0.352
H -123.77457 60.58768 -27.77815 0.250
H -124.90070 62.74091 -26.90711 0.580
H -123.64200 63.56740 -27.39026 0.436
H -123.30139 62.23526 -26.13891 0.272



108
Properties=species:S:1:pos:R:3:mulliken_charge:R:1 method="wB97M-V/def2-TZVPD" total_energy_ev=-130673.538 homo_ev=-9.00 smiles="CS(=O)(=O)[C@@H]1NC(=O)C[C@H]1CCCCN.CCOS(C)(=O)=O.CCOS(C)(=O)=O.CCOS(C)(=O)=O.CCOS(C)(=O)=O.CCOS(C)(=O)=O" max_force_ev_per_a=0.8
C 1.65142 -1.97006 2.72631 -0.686
S 1.67631 -0.37951 3.45365 1.149
O 2.82331 -0.16557 4.30549 -0.736
O 0.36122 -0.16801 4.01931 -0.588
C 1.89464 0.72845 2.05430 -0.250
N 3.20504 0.42619 1.47733 -0.308
C 4.11890 1.45485 1.86866 0.023
O 5.29502 1.38336 1.68431 -0.619
C 3.35450 2.60524 2.46886 -0.825
C 1.87093 2.19560 2.58267 0.228
C 0.91579 3.10928 1.78159 -0.874
C -0.29678 3.62679 2.56785 -1.192
C -1.24774 2.64157 3.25076 -0.239
C -2.26918 1.90547 2.37282 -0.480
N -1.85870 1.36711 1.07750 -0.351
H 2.59391 -2.21982 2.23786 0.348
H 1.39531 -2.70882 3.48936 0.475
H 0.85222 -1.93241 1.98153 -0.107
H 1.13411 0.49049 1.30235 0.459
H 3.17904 0.41491 0.46149 0.352
H 3.80031 2.81800 3.44705 0.276
H 3.55697 3.47458 1.83550 0.312
H 1.65587 2.19375 3.65424 0.817
H 0.63398 2.60827 0.84817 0.307
H 1.48106 4.00015 1.48140 0.425
H 0.12726 4.25113 3.36831 0.385
H -0.86882 4.31892 1.93267 0.345
H -1.84050 3.24300 3.95495 0.423
H -0.68495 1.93379 3.86741 0.196
H -3.12201 2.56965 2.18902 0.481
H -2.66404 1.06174 2.95227 -0.099
H -1.11538 0.68279 1.16323 -0.007
H -1.56720 2.09539 0.43772 0.364
O 3.60836 7.22906 1.40691 -0.610
S 4.70158 7.98183 0.86657 1.215
O 5.11036 7.74847 -0.48356 -0.607
O 5.94788 7.83804 1.83652 -0.274
C 6.36110 6.50345 2.21958 -0.249
C 7.12010 5.78925 1.12168 -1.031
C 4.43708 9.70176 1.11268 -0.977
H 5.48672 5.93630 2.54097 0.234
H 6.99502 6.65916 3.08957 0.281
H 6.47889 5.56835 0.27007 0.296
H 7.51410 4.84957 1.50933 0.396
H 7.94859 6.40341 0.76964 0.309
H 4.14967 9.86741 2.14673 0.313
H 3.63482 9.99240 0.43804 0.373
H 5.35273 10.23096 0.86473 0.335
O 0.81600 -3.84654 -0.00955 -0.738
S 0.50579 -2.77096 -0.90590 1.370
O -0.38747 -1.74091 -0.46406 -0.549
O -0.00582 -3.36998 -2.27933 -0.269
C -1.10887 -4.31499 -2.22461 -0.506
C -2.45096 -3.63449 -2.05288 -0.511
C 1.98576 -2.03702 -1.49686 -0.627
H -0.90565 -5.03860 -1.43356 0.331
H -1.05088 -4.83654 -3.17731 0.299
H -2.54998 -3.15130 -1.08237 -0.059
H -3.24520 -4.37617 -2.15293 0.292
H -2.59132 -2.87034 -2.81714 0.369
H 2.65646 -2.81876 -1.84163 0.385
H 2.43000 -1.50134 -0.65975 0.023
H 1.74573 -1.34758 -2.30244 0.175
O 2.07932 1.97757 -4.83302 -0.669
S 2.50942 0.69355 -5.29561 1.259
O 3.24200 -0.15816 -4.40543 -0.592
O 3.31531 0.87170 -6.64609 -0.266
C 4.38766 1.85135 -6.66118 -0.375
C 5.64106 1.35377 -5.97597 -0.955
C 1.14810 -0.20155 -5.95622 -0.943
H 4.01931 2.77685 -6.21806 0.342
H 4.56079 2.02909 -7.71998 0.267
H 5.49170 1.23396 -4.90435 0.287
H 6.44489 2.07286 -6.13441 0.382
H 5.94502 0.39094 -6.38582 0.264
H 0.61099 0.43981 -6.64882 0.342
H 0.51410 -0.47193 -5.11419 0.351
H 1.52470 -1.09278 -6.45046 0.321
O -3.97834 -2.80299 0.67707 -0.712
S -3.82642 -3.65364 1.82168 1.361
O -4.93752 -3.84177 2.70337 -0.679
O -2.55358 -3.21232 2.63742 -0.269
C -2.42683 -1.82433 3.05428 0.181
C -3.25479 -1.50962 4.28020 -1.424
C -3.22361 -5.22661 1.31217 -0.738
H -2.66866 -1.17087 2.21382 0.453
H -1.36887 -1.71128 3.27491 -0.127
H -4.32226 -1.54560 4.06562 0.380
H -3.00141 -0.50920 4.63168 0.393
H -3.04591 -2.22397 5.07622 0.378
H -2.36479 -5.07917 0.66240 0.066
H -4.03689 -5.71394 0.77702 0.311
H -2.95477 -5.79819 2.19601 0.415
O -8.34102 -5.06050 -3.44176 -0.650
S -8.19044 -5.97532 -2.35039 1.181
O -9.30752 -6.23381 -1.49627 -0.616
O -6.93574 -5.53976 -1.48618 -0.224
C -6.87219 -4.15497 -1.04724 0.128
C -7.77892 -3.87447 0.13092 -1.157
C -7.54488 -7.50402 -2.93330 -0.929
H -7.09357 -3.50109 -1.89100 0.360
H -5.83276 -3.99913 -0.77028 -0.137
H -8.82958 -3.94589 -0.14711 0.421
H -7.58283 -2.87013 0.50561 0.373
H -7.59177 -4.58645 0.93446 0.269
H -6.68351 -7.30396 -3.56381 0.302
H -8.33940 -7.97695 -3.50595 0.378
H -7.27805 -8.11732 -2.07714 0.307



104
Properties=species:S:1:pos:R:3:mulliken_charge:R:1 method="wB97M-V/def2-TZVPD" total_energy_ev=-89896.171 homo_ev=-5.82 total_charge=-1 max_force_ev_per_a=2.1 relative_energy_kcal_mol=0.0
Cl -2.24100 0.29297 -1.46464 1.669
O -1.76692 1.49087 -0.79802 -0.604
O -1.35635 -0.78752 -1.05289 -0.588
O -3.58059 -0.00546 -0.99207 -0.717
O -2.22627 0.40369 -2.89695 -0.765
O 3.38221 -2.64899 -5.33393 -0.942
P 3.56626 -1.44603 -4.50043 0.327
N 2.23478 -0.55000 -4.13476 0.579
C 1.45606 -0.13338 -5.28664 -0.961
C 1.37946 -0.93209 -3.00340 -1.205
N 4.57714 -0.36129 -5.28744 0.387
C 4.56425 1.07201 -5.05460 -1.002
C 5.28295 -0.78375 -6.48100 -1.170
N 4.28007 -1.83320 -3.05125 0.392
C 5.42858 -2.71188 -3.12537 -1.062
C 4.41221 -0.83173 -1.99391 -1.738
H 0.61204 0.48323 -4.96638 0.325
H 0.98341 -0.96596 -5.82388 0.328
H 2.05388 0.45963 -5.97853 0.254
H 0.80141 -0.05613 -2.71709 0.416
H 1.97841 -1.24020 -2.15143 0.202
H 0.72514 -1.77418 -3.24041 0.411
H 3.86966 1.59644 -5.72334 0.319
H 4.23516 1.26116 -4.03501 0.246
H 5.57039 1.47182 -5.19813 0.369
H 5.02047 -1.79635 -6.76478 0.361
H 5.10204 -0.08714 -7.31231 0.337
H 6.37355 -0.72065 -6.33031 0.282
H 5.20472 -3.51764 -3.82143 0.335
H 6.33336 -2.17254 -3.43501 0.335
H 5.59249 -3.13253 -2.13136 0.340
H 5.40835 -0.37217 -1.99313 0.308
H 4.19129 -1.26644 -1.01691 0.784
H 3.68674 -0.03221 -2.14280 0.392
O 0.50184 -0.58502 3.94822 -0.848
P 1.76298 0.11145 3.72975 0.270
N 1.65711 1.73778 4.13575 0.133
C 0.39590 2.39763 3.81024 -0.855
C 2.81689 2.56871 3.92966 -1.000
N 2.28147 0.05173 2.13725 0.659
C 1.31620 0.21079 1.03885 -0.405
C 3.65857 -0.00398 1.70328 -1.182
N 3.10476 -0.41202 4.56040 0.511
C 3.48219 -1.80025 4.37188 -1.148
C 3.38410 0.09029 5.89348 -1.197
H 0.27960 3.31028 4.40197 0.394
H -0.41247 1.73533 4.12136 0.180
H 0.32069 2.64858 2.74594 0.277
H 2.75651 3.50044 4.49643 0.338
H 2.95971 2.83720 2.86783 0.258
H 3.73571 2.05503 4.21382 0.323
H 1.21825 1.26763 0.77112 0.260
H 1.65096 -0.38152 0.18576 -0.120
H 0.34606 -0.20027 1.30985 0.104
H 4.31841 -0.01320 2.57471 0.455
H 3.87697 -0.92168 1.15240 0.317
H 3.96925 0.91932 1.19671 0.319
H 4.52385 -1.93622 4.66856 0.388
H 2.80333 -2.47790 4.90008 0.324
H 3.42264 -2.07959 3.31839 0.308
H 4.43367 0.38261 6.01749 0.309
H 3.15190 -0.66611 6.65330 0.337
H 2.76831 0.95913 6.11619 0.401
O -3.69017 4.46811 -3.62788 -0.625
C -3.72670 4.27972 -2.44503 0.474
O -2.85219 4.83350 -1.59491 -0.384
C -3.32680 4.73367 -0.22216 -0.081
C -4.76789 4.22940 -0.31412 -0.401
C -4.87539 3.57618 -1.70710 -0.020
H -3.29334 5.76294 0.12709 0.335
H -2.66132 4.04333 0.28854 0.019
H -5.49364 5.03164 -0.19542 0.366
H -4.91489 3.46138 0.44282 0.176
H -5.79498 3.71785 -2.25604 0.355
H -4.53164 2.54071 -1.65428 -0.138
O -3.13308 -2.74444 1.33703 -0.502
C -3.80247 -3.21491 0.47777 0.555
O -5.17450 -3.22134 0.52724 -0.301
C -5.73466 -3.92101 -0.59466 -0.539
C -4.62239 -3.93653 -1.63408 -0.505
C -3.36524 -3.92380 -0.78372 -0.283
H -6.61225 -3.36238 -0.91428 0.326
H -6.03486 -4.93052 -0.29859 0.270
H -4.67822 -3.04995 -2.27113 0.235
H -4.67332 -4.75436 -2.35793 0.346
H -2.50671 -3.47851 -1.27658 0.093
H -2.98799 -4.91906 -0.51633 0.320
C -3.40904 2.08606 2.37298 -0.883
C -3.05706 0.72138 2.95877 0.539
C -4.24970 -0.21441 2.99144 -1.006
O -3.99152 -1.37957 3.72903 -0.192
C -5.14709 -2.12147 3.95481 -0.743
N -1.92604 0.11985 2.24219 -0.018
H -2.55547 2.75234 2.54656 0.261
H -4.24612 2.57319 2.89094 0.611
H -3.57689 2.04256 1.29717 -0.177
H -2.72676 0.85904 3.99755 0.243
H -4.50514 -0.50988 1.95787 0.166
H -5.14745 0.29032 3.39288 0.549
H -5.58515 -2.47127 3.00937 0.219
H -5.89052 -1.49365 4.47574 0.343
H -4.91313 -2.99213 4.56374 0.215
H -2.18527 -0.03490 1.26224 -0.162
H -1.25368 0.87242 2.08932 -0.111



105
Properties=species:S:1:pos:R:3:mulliken_charge:R:1 method="wB97M-V/def2-TZVPD" total_energy_ev=-90937.678 homo_ev=-11.74 total_charge=+1 max_force_ev_per_a=4.6 relative_energy_kcal_mol=0.0
C -1.93613 2.77949 -4.57230 -0.839
N -0.76357 2.26800 -3.83989 -0.198
C -0.81982 0.85368 -3.59298 -1.132
N -1.22409 0.49581 -2.15317 0.505
C -0.06925 0.59561 -1.19912 -0.351
C -0.19172 1.77228 -0.23981 -0.861
O -1.22155 1.43743 0.68509 -0.045
C -1.98069 2.49252 1.09181 -0.028
O -2.54857 2.44285 2.12756 -0.346
C -1.99451 -0.79794 -2.06165 -0.499
O -3.34039 -0.49051 -1.92117 -0.376
N -4.08065 -0.70021 -3.23253 0.265
O -4.52529 0.27777 -3.58851 -0.147
H -1.84218 3.86285 -4.63458 0.371
H -2.88936 2.56580 -4.07469 0.290
H -1.93568 2.40645 -5.59417 0.315
H -0.71893 2.75263 -2.95150 0.247
H 0.17643 0.42444 -3.73058 0.500
H -1.48375 0.32657 -4.27636 0.518
H -1.89104 1.22275 -1.87780 0.379
H -0.00878 -0.28074 -0.55362 0.513
H 0.88395 0.63784 -1.72494 -0.182
H -0.37030 2.71937 -0.75692 0.451
H 0.76922 1.82270 0.27776 0.383
H -2.16652 3.38294 0.47442 0.376
H -1.70097 -1.35788 -1.17545 0.333
H -1.81384 -1.43395 -2.93265 0.512
O 5.07931 -1.28846 -6.36231 -0.754
P 3.78030 -0.74524 -6.76837 0.806
O 3.83349 0.85595 -6.85200 -0.253
C 5.03115 1.54815 -7.23665 -0.274
C 5.04331 1.88215 -8.71303 -1.016
O 2.79464 -0.94983 -5.49688 -0.231
C 3.21139 -1.70955 -4.36634 -0.481
C 3.79375 -0.81192 -3.29365 -0.737
O 2.61562 -1.07093 -7.79011 -0.319
C 2.80499 -0.91545 -9.21115 -0.151
C 3.98232 -1.70752 -9.73909 -1.122
H 5.91627 0.97151 -6.96587 0.327
H 5.05015 2.46808 -6.65223 0.333
H 5.07623 0.97623 -9.32156 0.200
H 5.92195 2.47877 -8.95771 0.403
H 4.15313 2.44612 -8.99413 0.260
H 3.92113 -2.48450 -4.65043 0.427
H 2.31923 -2.21576 -3.98820 0.406
H 4.55809 -0.14553 -3.69004 0.272
H 4.22827 -1.40236 -2.48610 0.401
H 3.00356 -0.17987 -2.87433 -0.042
H 2.88971 0.14592 -9.45275 0.229
H 1.88583 -1.26990 -9.67428 0.288
H 4.91004 -1.44063 -9.22430 0.359
H 4.11724 -1.52098 -10.80395 0.372
H 3.82350 -2.77584 -9.59299 0.337
O 2.73639 2.48534 4.90784 -0.740
P 2.88848 1.04516 5.14993 0.988
O 3.64729 0.35695 3.90264 -0.329
C 4.63249 1.06653 3.14734 -0.217
C 6.03879 0.77671 3.62919 -1.092
O 1.41958 0.39953 5.01591 -0.392
C 0.25909 1.22116 4.90295 -0.705
C -0.11202 1.43667 3.45308 -0.574
O 3.27893 0.05758 6.32161 -0.369
C 4.61572 0.00451 6.85363 -0.159
C 5.10788 1.34885 7.34720 -1.089
H 4.43630 2.14000 3.16377 0.344
H 4.52547 0.72959 2.11432 0.308
H 6.19053 1.14999 4.64352 0.202
H 6.76920 1.26406 2.98274 0.402
H 6.23828 -0.29532 3.63001 0.280
H 0.40345 2.17280 5.41251 0.362
H -0.54693 0.69951 5.42020 0.439
H 0.75287 1.77090 2.87104 0.158
H -0.89915 2.16800 3.33631 0.331
H -0.45825 0.50411 3.00406 0.267
H 5.28793 -0.42444 6.10770 0.220
H 4.57762 -0.70018 7.68215 0.302
H 5.06786 2.10623 6.55850 0.342
H 6.13782 1.27122 7.69433 0.372
H 4.49101 1.70401 8.17251 0.338
O -5.21393 -2.30672 5.72622 -0.743
P -5.98783 -2.40383 4.48362 0.997
O -6.52815 -0.95236 4.04720 -0.327
C -5.79147 0.23746 4.34288 -0.535
C -4.92035 0.67000 3.18196 -0.720
O -7.35630 -3.15736 4.83591 -0.365
C -7.57302 -3.75384 6.11853 -0.267
C -8.30555 -2.80561 7.04425 -1.019
O -5.89455 -3.12203 3.06400 -0.391
C -4.89459 -2.75863 2.10825 -0.171
C -3.48336 -2.86843 2.65323 -0.936
H -5.19128 0.11043 5.24488 0.351
H -6.53172 1.01024 4.55157 0.370
H -4.13610 -0.06484 2.98387 0.081
H -4.43654 1.61932 3.39994 0.433
H -5.51386 0.78442 2.27231 0.261
H -6.63100 -4.07914 6.55764 0.330
H -8.17412 -4.64703 5.94581 0.331
H -7.82188 -1.82934 7.07064 0.270
H -8.34497 -3.20989 8.05617 0.358
H -9.32839 -2.65176 6.69745 0.278
H -5.10123 -1.75559 1.72528 0.219
H -5.01832 -3.44599 1.27154 0.321
H -3.35010 -2.26122 3.55259 0.336
H -2.76087 -2.53471 1.90629 0.186
H -3.25378 -3.90018 2.91921 0.367